[1]
One molecule with the formula C2H3IO4S in a non-equilibrium geometry, computed with ωB97M-V with the def2-TZVPD basis set.

Last column: natural (NBO) charge in e.
Cartesian coordinates (Å):
C: 0.753433 -0.348248 0.980022  0.8184
C: 1.235471 0.715652 -0.027464  -0.7568
O: -0.438386 -1.031449 0.629706  -0.7148
O: -2.613141 -1.536213 -0.441862  -0.8540
O: -0.834054 -0.527169 -1.876523  -0.8626
O: 1.406562 -0.604786 1.960734  -0.5083
S: -1.490119 -0.672503 -0.645074  2.1624
I: -2.364249 1.486977 0.130228  -0.0365
H: 1.462739 0.205103 -1.003284  0.2526
H: 2.227703 0.766926 0.456598  0.2579
H: 0.654037 1.545710 -0.163076  0.2417

Atoms 1-3, force components in eV/Å:
C 0.6 1.0 -0.7
C 3.0 -4.5 0.6
O -0.5 -0.2 -0.3

Values from the calculation:
LUMO level, Ha: -0.0599
Gap between HOMO and LUMO, eV: 9.15
HOMO, eV: -10.78


[2]
C33H24IN3PPdSSe2 as an isolated structure in a non-equilibrium geometry, computed with ωB97M-V with the def2-TZVPD basis set.

Last column: natural (NBO) charge in e.
Cartesian coordinates (Å):
Pd: 1.457277 -0.787305 -0.124008  0.7395
I: -0.597623 -2.765605 -1.409508  0.2281
C: -2.538623 -2.271405 -0.637808  -0.0932
C: -3.358423 -3.361105 -0.449608  -0.2424
C: -4.716123 -3.208005 -0.166708  -0.2112
C: -5.255123 -1.953805 -0.138508  -0.1941
C: -4.439423 -0.815105 -0.292708  0.0122
C: -5.043623 0.458095 -0.278508  -0.1744
C: -4.293323 1.592495 -0.410208  -0.2228
C: -2.907423 1.479395 -0.476008  -0.1673
C: -2.261523 0.257295 -0.483408  -0.3242
P: -0.431123 0.515395 -0.388708  1.0619
C: -0.238223 1.672295 1.004392  -0.4265
C: -1.120323 1.881195 2.056792  -0.1362
C: -0.717023 2.626995 3.150692  -0.2437
C: 0.562677 3.150895 3.211992  -0.1993
C: 1.453677 2.925695 2.176392  -0.1951
C: 1.056077 2.190095 1.076592  -0.1922
C: -0.315023 1.577995 -1.872708  -0.3622
C: 0.154077 2.886795 -1.873808  -0.1539
C: 0.308377 3.562195 -3.072108  -0.2242
C: -0.030823 2.954695 -4.268108  -0.2115
C: -0.545323 1.668195 -4.267108  -0.1881
C: -0.677923 0.982095 -3.078608  -0.1952
C: -3.021323 -0.945105 -0.477608  -0.1291
H: -2.956023 -4.355505 -0.554608  0.2295
H: -5.330223 -4.084505 -0.024308  0.2154
H: -6.317023 -1.809105 -0.001908  0.2059
H: -6.116923 0.515295 -0.160508  0.2068
H: -4.753823 2.569195 -0.433308  0.2167
H: -2.309723 2.380995 -0.509108  0.2324
H: -2.111623 1.449595 2.037492  0.2032
H: -1.399023 2.772395 3.975792  0.2044
H: 0.867777 3.718195 4.078292  0.2068
H: 2.475877 3.269495 2.238092  0.2292
H: 1.757577 1.986495 0.266792  0.2648
H: 0.410877 3.382295 -0.947508  0.2190
H: 0.712077 4.565895 -3.074508  0.2082
H: 0.115977 3.475395 -5.203108  0.2066
H: -0.818823 1.190195 -5.195708  0.2149
H: -1.040123 -0.038905 -3.082708  0.2232
Se: 3.954477 0.667695 1.273492  -0.3993
Se: 3.078677 -3.243405 2.262892  -0.3242
C: 1.776277 -2.016605 2.669292  0.0808
C: 1.576677 -1.678405 4.025292  -0.2722
C: 0.386777 -1.153105 4.438492  -0.1722
C: -0.628323 -0.993305 3.487092  -0.3247
C: -0.309523 -1.188705 2.170492  0.0451
N: 0.883477 -1.609905 1.735192  -0.5738
C: 4.302677 -0.704205 0.087192  0.0777
C: 5.564077 -0.872305 -0.501708  -0.2787
C: 5.776877 -1.918505 -1.360608  -0.1557
C: 4.738477 -2.822905 -1.596708  -0.2984
C: 3.519177 -2.590405 -1.002208  0.0788
N: 3.303677 -1.551705 -0.196108  -0.5137
H: 2.383277 -1.883105 4.711292  0.2318
H: 0.206277 -0.906905 5.475592  0.2022
H: -1.626823 -0.694205 3.759992  0.2060
H: -1.079123 -1.045005 1.410192  0.1793
H: 6.334777 -0.150205 -0.270308  0.2267
H: 6.731177 -2.043505 -1.855508  0.2032
H: 4.873477 -3.678505 -2.237008  0.2123
H: 2.682177 -3.274205 -1.146908  0.2055
S: 1.907577 -1.277105 -4.384408  -0.2020
C: 1.972677 -0.610805 -2.948908  0.1542
N: 2.020377 -0.022505 -1.926408  -0.6308

Atoms 1-3, force components in eV/Å:
Pd -0.3 -0.2 0.1
I -1.1 -0.2 0.0
C 0.5 -0.7 -0.2

Values from the calculation:
LUMO level, Ha: 0.0591
Gap between HOMO and LUMO, eV: 5.24
HOMO, eV: -3.63
Net charge: -1


[3]
C20H21N5O2V as an isolated structure in a non-equilibrium geometry, computed with ωB97M-V with the def2-TZVPD basis set.

Last column: Löwdin spin population.
Cartesian coordinates (Å):
V: 0.294385 0.373330 0.160943  1.1188
C: -0.312000 2.127432 5.879232  0.0407
C: 0.530347 2.758739 4.933235  0.0081
C: 0.541724 2.305389 3.653002  0.0046
C: -0.297100 1.172384 3.306054  0.0268
C: -1.169046 0.555097 4.287610  -0.0022
C: -1.157800 1.027785 5.556990  0.0121
N: -0.258869 0.750321 2.064923  -0.0615
N: -0.913123 -0.169698 1.427091  -0.1190
C: -1.130227 -1.585787 1.159813  0.0021
C: -1.786955 -2.580015 1.806988  -0.0100
C: -1.787741 -3.800922 1.100201  0.0095
C: -1.165037 -3.903559 -0.133461  -0.0067
C: -0.522679 -2.801786 -0.692751  -0.0026
N: -0.513729 -1.632750 -0.040974  -0.0171
H: -0.326053 2.507794 6.897161  0.0014
H: 1.141812 3.598651 5.236913  0.0000
H: 1.158228 2.775088 2.896049  -0.0002
H: -1.821647 -0.255948 3.992384  -0.0006
H: -1.790249 0.599835 6.324234  0.0001
H: -2.282201 -2.459504 2.759792  -0.0006
H: -2.291471 -4.660651 1.526252  0.0004
H: -1.177430 -4.837948 -0.679877  -0.0005
H: -0.029670 -2.847670 -1.654929  -0.0002
N: 0.020871 6.250151 -2.220983  -0.0003
C: 0.206936 5.210341 -1.411095  -0.0002
O: 0.904407 5.202968 -0.413888  -0.0005
C: -0.545353 3.910072 -1.717083  -0.0014
C: -1.665990 3.667708 -2.502152  0.0014
C: -2.243080 2.393371 -2.534725  -0.0006
C: -1.699868 1.380934 -1.786085  0.0025
N: -0.605246 1.625537 -1.008411  -0.0118
C: -0.053867 2.852032 -0.975470  0.0035
H: 0.486571 7.119168 -1.994964  0.0000
H: -0.534325 6.212800 -3.059029  0.0000
H: -2.113758 4.463703 -3.087082  0.0000
H: -3.119509 2.190697 -3.136298  -0.0001
H: -2.103956 0.378003 -1.771945  0.0002
H: 0.804266 3.057100 -0.329047  -0.0004
C: 3.071103 -0.088717 -2.726061  0.0005
C: 2.991977 -0.290563 -1.278788  0.0050
C: 4.111303 -0.765944 -0.471261  0.0006
O: 1.871487 -0.007773 -0.692575  -0.0036
H: 3.433103 -1.015180 -3.189691  0.0002
H: 3.877639 0.635487 -2.911469  0.0007
H: 2.142972 0.244994 -3.176219  0.0000
H: 4.941530 -0.058777 -0.613416  0.0003
H: 4.480276 -1.700900 -0.913291  0.0005
H: 3.883076 -0.890960 0.581076  0.0000

Atoms 1-3, force components in eV/Å:
V -0.5 -0.3 -0.7
C 0.0 0.0 0.1
C 0.0 0.0 0.0

Values from the calculation:
LUMO level (alpha / beta), Ha: -0.5650 / -0.5688
Gap between HOMO and LUMO (alpha / beta), eV: 4.94 / 4.84
Multiplicity: 2
HOMO (alpha / beta), eV: -20.31 / -20.31
Net charge: +4


Which formula does entry 3 have?
C20H21N5O2V